# 1
{"formula": "C11H20INO6", "method": "wB97M-V/def2-TZVPD", "symbols": ["H", "C", "O", "H", "O", "C", "H", "C", "H", "H", "O", "C", "H", "O", "H", "C", "H", "O", "C", "H", "H", "H", "H", "I", "C", "N", "H", "C", "H", "H", "H", "H", "C", "H", "H", "C", "H", "C", "O"], "coordinates": [[1.1376, 2.7843, 1.6281], [1.1811, 0.9240, 0.1757], [-1.6642, -2.2960, 0.6923], [1.6297, 4.3954, -0.2096], [-0.2709, 0.3564, 3.3530], [3.6120, -0.3743, 0.0778], [1.7704, -0.7977, -1.1973], [-3.7018, -4.1944, -1.7467], [3.4673, -2.5902, -0.6352], [4.1056, -2.3762, 1.2092], [1.0240, 0.0342, 1.3406], [1.6196, 2.4773, 0.5820], [3.6502, 0.1366, 1.1560], [-3.5162, -3.6137, -2.8223], [-0.7502, 3.6690, 0.9102], [-0.3823, 3.7934, -0.2093], [-3.0515, -1.3743, -1.7574], [-2.7169, -4.8908, -1.4754], [-1.7517, 0.1716, 1.2775], [-1.0813, 3.2019, -0.9675], [2.2491, -2.2084, 0.7615], [-4.0600, -1.0912, -0.1221], [-2.6023, -0.0934, 2.0706], [2.8623, 1.3499, -2.5684], [-1.7353, -0.9489, 0.0735], [1.0898, 3.5135, -0.4152], [-0.7226, -2.6572, 0.5479], [-0.2799, 0.2032, 1.9999], [-0.5578, 4.9472, -0.4613], [2.7754, 2.6188, 0.7018], [4.6448, -0.2551, -0.4938], [0.2252, 1.0308, -0.4950], [3.3525, -1.9983, 0.3780], [-0.8252, -0.8723, -0.6586], [-3.2482, 0.4165, -0.9498], [2.3211, 0.1831, -0.7988], [-1.9499, 1.2756, 0.8737], [-3.1443, -0.7552, -0.7685], [-4.7051, -4.0951, -1.0572]], "spin_multiplicity": 1, "e_homo_ev": 2.165, "charge": -2, "gap_ev": 1.4, "e_lumo_ev": 3.53}

---

# 2
{"formula": "C11H20MnN5SSe", "method": "wB97M-V/def2-TZVPD", "symbols": ["H", "H", "H", "Se", "H", "N", "C", "H", "H", "C", "H", "C", "N", "C", "H", "H", "C", "N", "H", "N", "N", "C", "H", "C", "S", "H", "C", "C", "H", "H", "H", "H", "C", "Mn", "H", "H", "C", "H", "H"], "coordinates": [[-5.4860, -2.7889, -0.5506], [0.3393, -1.4889, 0.9398], [3.5598, 1.7961, -1.5020], [-0.6339, 2.7973, -3.4366], [-0.7880, -2.4931, -1.6218], [-1.7252, -0.7934, -0.6631], [-5.1565, -1.8113, -0.2144], [1.0643, 1.6134, 3.5718], [1.9512, -1.4055, -1.4568], [-1.1538, 2.6241, -1.7585], [2.5729, -1.9132, 0.7966], [-1.6840, -2.0700, -1.1956], [-3.7252, -1.6741, -0.5172], [2.5607, 1.8948, -1.0692], [-5.3278, -1.7275, 0.8550], [1.6356, 0.6140, -2.3044], [-2.9214, -2.6212, -1.1132], [-1.4467, 2.3905, -0.6335], [2.9282, -0.2528, 1.1780], [1.7910, 0.6559, -1.3024], [0.8825, -0.6388, 1.0392], [2.2637, -0.8849, 0.5985], [-0.2923, -0.0783, 2.6535], [-2.9712, -0.5934, -0.2709], [1.1849, 2.3912, 1.3521], [-3.3548, 0.3210, 0.1589], [1.4607, 1.1697, 2.6590], [2.4283, -0.6046, -0.8881], [-5.7220, -1.0477, -0.7401], [3.4907, -0.6153, -1.1454], [1.1827, -0.9034, 3.1358], [3.4428, 1.7053, 0.9261], [0.7693, -0.1762, 2.4311], [-0.2553, 0.7871, -0.4392], [2.0431, 2.6790, -1.6195], [-3.3003, -3.5801, -1.4286], [2.7266, 2.3217, 0.3863], [3.1310, 3.3324, 0.3812], [2.5352, 1.0691, 2.8082]], "s2": 8.757, "spin_multiplicity": 6, "e_homo_ev": [-10.709, -10.752], "charge": 1, "gap_ev": [8.4, 8.3], "e_lumo_ev": [-2.28, -2.43]}

---

# 3
{"formula": "C11H20N2O5", "method": "wB97M-V/def2-TZVPD", "symbols": ["C", "H", "C", "C", "H", "N", "H", "H", "H", "H", "O", "H", "H", "C", "O", "C", "C", "C", "C", "H", "H", "H", "H", "H", "N", "H", "H", "C", "H", "O", "O", "H", "O", "H", "H", "C", "C", "H"], "coordinates": [[2.5784, -1.2150, -0.2755], [1.0630, -1.3120, -1.7236], [1.3967, -0.5688, -0.9201], [-0.8392, -1.1807, -0.3267], [-3.3935, -0.6559, -1.1047], [0.2281, -0.4519, -0.0425], [-4.5884, -0.3811, 1.7206], [0.8929, 0.9703, -2.2697], [0.9029, 2.4641, -0.3769], [2.4376, 2.6874, -1.0080], [2.6967, -1.5454, 0.8729], [-3.4432, 1.7340, 0.8239], [-4.7906, -1.6947, 0.4077], [-4.6289, -0.6180, 0.6324], [3.6115, 1.7575, 1.0388], [-3.2848, -0.2700, -0.0720], [1.8190, 1.9319, -0.5632], [-2.1112, -1.0174, 0.6341], [-3.1214, 1.3197, -0.1339], [-4.8439, 1.5756, -1.4163], [2.6494, 0.7367, -2.0937], [-1.9367, 0.5106, 1.9654], [-5.3832, 0.0773, 0.2121], [4.3048, -1.5887, -0.5586], [-1.9237, -0.5042, 1.9779], [-2.0588, 1.6226, -0.1703], [-1.0425, -0.7608, 2.3789], [1.7199, 0.7689, -1.5427], [2.1812, 0.3875, 2.2731], [-0.9040, -2.0115, -1.2321], [3.5883, -1.2646, -1.1075], [-3.6545, 3.0244, -1.3374], [1.6409, 0.7668, 1.4962], [-2.4839, -2.0460, 0.6807], [-3.2346, 1.6661, -2.3173], [-3.7617, 1.9494, -1.3947], [2.4350, 1.5564, 0.8066], [0.0141, 0.1140, 0.7548]], "spin_multiplicity": 1, "smiles": "CC[C@H](C)[C@H](N)C(=O)N[C@@H](CCC(=O)O)C(=O)O", "e_homo_ev": -9.157, "gap_ev": 9.6, "e_lumo_ev": 0.43}

---

# 4
{"formula": "C11H20N2OPRe", "method": "wB97M-V/def2-TZVPD", "symbols": ["H", "C", "N", "H", "H", "H", "H", "H", "H", "H", "C", "C", "C", "H", "C", "C", "H", "P", "H", "H", "H", "H", "N", "O", "C", "H", "C", "Re", "H", "C", "C", "H", "H", "H", "H", "C"], "coordinates": [[2.1819, 1.3306, -3.7538], [-0.5951, -1.4262, 3.1011], [0.4451, 1.0255, 2.1701], [0.4158, 2.7366, 0.8820], [-1.5641, -1.0527, -1.6460], [-0.7326, -3.0505, 1.1619], [-1.5239, -0.2070, 4.5687], [1.3460, 0.1779, -5.6401], [-0.9701, 2.4034, -3.1279], [-1.7178, 2.0527, -1.1719], [-0.7005, -0.8296, -2.2940], [-0.6325, -0.1737, 3.9393], [-0.5940, -1.6108, -3.4560], [-0.0632, -2.2367, 3.6224], [-0.6674, 1.0674, 3.0923], [0.5628, -0.0712, 1.3862], [0.0442, 3.2622, -1.4374], [-0.4742, 2.0041, -1.8602], [-0.0627, -1.8032, -5.5220], [0.2346, -0.1614, 4.6050], [-0.5638, 1.9735, 3.6920], [1.0118, -3.0632, 1.4127], [0.0274, -1.2333, 1.8095], [1.1710, 0.0244, 0.2621], [0.1763, -2.4567, 1.0391], [0.9463, 2.9843, 2.5743], [0.9891, 2.2972, 1.7194], [0.8491, 0.1699, -1.7071], [-1.6288, 1.1062, 2.5472], [0.9767, -0.1410, -4.6591], [0.1042, -1.2319, -4.6037], [-1.6201, -1.7887, 2.9260], [0.3196, -2.2517, -0.0274], [-1.1636, -2.5455, -3.4756], [2.0365, 2.1708, 1.4120], [1.4362, 0.5485, -3.5414]], "s2": 3.802, "spin_multiplicity": 4, "e_homo_ev": [-9.541, -11.246], "charge": 1, "gap_ev": [6.5, 6.9], "e_lumo_ev": [-3.09, -4.38]}

---

# 5
{"formula": "C11H20N3Pd", "method": "wB97M-V/def2-TZVPD", "symbols": ["N", "C", "C", "H", "N", "H", "H", "H", "H", "H", "C", "H", "N", "C", "C", "Pd", "H", "C", "C", "H", "H", "H", "C", "C", "H", "C", "H", "H", "H", "H", "H", "H", "H", "C", "H"], "coordinates": [[0.0446, 0.2643, 2.2813], [-0.8276, 1.1951, -0.6792], [-1.2820, 3.9694, -0.0970], [-1.8934, 1.0471, 2.5631], [-0.3774, -2.8195, -1.7960], [-0.7204, -0.6999, 4.0200], [0.3563, -3.9609, -3.4420], [0.8218, 2.1969, 2.2821], [-0.4611, 1.9356, -2.6656], [-0.9234, -2.2579, -2.4803], [0.7108, -3.5015, -2.5103], [0.1330, 1.7041, 3.8464], [2.5298, -2.1706, -1.5754], [-1.3900, 3.0025, 0.8963], [-0.9347, 3.5609, -1.3760], [-0.5537, -0.7490, -1.1240], [-1.4652, 5.0153, 0.1245], [-0.0771, -0.8898, 3.1369], [-0.7171, 2.2124, -1.6481], [3.1430, -1.3837, -1.7511], [1.6914, 1.0332, 3.2980], [-1.6567, 3.2975, 1.9092], [-1.1573, 1.6591, 0.6186], [1.8396, -2.5354, -2.8119], [-0.5050, -1.7171, 2.5687], [-1.2563, 0.6557, 1.7422], [-1.7221, -0.2469, 1.3411], [0.9091, -1.1928, 3.4966], [1.4080, -1.6682, -3.3309], [1.8240, -1.8220, -0.9243], [-0.8424, 4.2978, -2.1694], [1.1034, -4.2946, -1.8689], [-1.0055, -3.4710, -1.3470], [0.7027, 1.3536, 2.9612], [2.5510, -3.0196, -3.4886]], "spin_multiplicity": 1, "e_homo_ev": -2.198, "charge": -1, "gap_ev": 5.7, "e_lumo_ev": 3.51}

---

# 6
{"formula": "C11H20O6S", "method": "wB97M-V/def2-TZVPD", "symbols": ["C", "C", "H", "O", "H", "H", "H", "H", "H", "H", "C", "H", "O", "H", "C", "H", "C", "H", "O", "S", "H", "C", "H", "O", "H", "O", "H", "H", "C", "C", "H", "H", "C", "C", "O", "H", "C", "H"], "coordinates": [[-0.9515, -2.8879, -0.5880], [-0.5470, 0.7353, 4.7917], [1.2566, 2.1652, -4.4156], [-1.6213, -1.7166, -0.6209], [1.6983, 0.3232, 4.8759], [-1.2783, 1.5927, -5.2431], [1.1849, 1.7182, 2.8308], [-0.8521, 0.3069, -0.4271], [1.6313, 0.6271, -3.8166], [-2.5486, 0.5564, 3.7327], [-0.6804, -0.6293, -0.9584], [1.0020, -0.9469, 0.2009], [-0.6846, 1.4073, -2.0776], [-0.6358, 0.0570, -4.9535], [0.6142, -1.3555, -0.7323], [1.0845, -1.4063, -2.8244], [0.8018, 0.0477, 4.3204], [1.9275, -0.1538, -1.8254], [-0.8123, -0.5925, 1.2038], [-0.7085, 0.5557, 2.1550], [-1.4872, -0.9827, 3.7564], [1.0311, 0.6420, 2.9093], [-0.8265, 0.5057, 5.8200], [-1.4314, -4.0200, -0.5558], [-0.6548, -0.3964, -2.0230], [-1.1142, 1.8796, 1.6607], [1.5131, -0.0619, 2.2309], [1.7979, 2.0870, -2.6361], [-0.9266, 0.9646, -4.4246], [1.2991, 1.6089, -3.4792], [0.7253, -1.0212, 4.1208], [-1.9392, 0.8181, -4.0486], [-1.5571, 0.1050, 3.7692], [1.5604, -1.1791, -1.8705], [0.3969, -2.6717, -0.6575], [-0.5082, 1.8131, 4.6343], [-0.1738, 1.3258, -3.1815], [2.4145, -1.8205, -1.6531]], "spin_multiplicity": 1, "smiles": "C[C@H]1COC(=O)O1.O=S1(=O)CCCC1.CC(C)=O", "e_homo_ev": -9.668, "gap_ev": 10.2, "e_lumo_ev": 0.54}

---

# 7
{"formula": "C11H20S", "method": "wB97M-V/def2-TZVPD", "symbols": ["C", "H", "C", "H", "H", "H", "S", "H", "H", "C", "C", "H", "C", "H", "H", "H", "H", "C", "C", "H", "C", "H", "H", "C", "H", "C", "H", "H", "H", "C", "H", "H"], "coordinates": [[1.5580, -0.7941, 1.1402], [0.8348, 1.0182, -0.3802], [-1.3745, 1.1261, 0.0375], [-1.8534, 2.3964, 1.6418], [2.4715, -3.6989, 0.0270], [-1.1893, 2.9278, -1.1368], [2.1029, -2.2745, 1.9464], [3.2693, -1.1615, 3.9584], [-0.8500, 1.1288, 2.1686], [2.9551, -2.8882, 0.5286], [-1.8210, 2.1243, -0.9878], [3.9912, -3.1572, 0.7580], [-2.1419, 1.3659, -2.3253], [2.3770, -0.0066, 1.0398], [0.4044, -1.1018, -1.9755], [-1.1398, 0.0752, -3.6606], [-0.1931, 1.2631, -3.1489], [-0.3875, -0.3865, -1.7704], [-0.1091, 0.3291, -0.3831], [-2.6808, 2.5425, -0.4654], [-0.8856, 0.5988, -2.8505], [-2.1957, 0.4785, 0.2419], [-2.8372, 0.6646, -2.1421], [3.5286, -1.7619, 3.1300], [0.7315, -2.8494, 1.9234], [0.3151, -0.6731, 0.6795], [4.0720, -2.5630, 3.5068], [-0.1292, 2.4190, 1.2347], [-0.2159, -1.5130, 1.0596], [-1.0098, 1.8024, 1.3462], [-2.4985, 2.0409, -3.1165], [-1.1982, -0.9595, -1.6336]], "spin_multiplicity": 1, "smiles": "C=[SH](=C)/C=C/[C@H]1CCCC[C@@H]1C", "e_homo_ev": -7.299, "gap_ev": 7.3, "e_lumo_ev": 0.03}

---

# 8
{"formula": "C11H21AlBr2CaCl4FNNaO7", "method": "wB97M-V/def2-TZVPD", "symbols": ["C", "O", "C", "C", "O", "H", "H", "Cl", "H", "H", "O", "C", "Br", "Al", "C", "C", "H", "O", "H", "H", "H", "H", "H", "Cl", "H", "O", "F", "Br", "C", "H", "H", "H", "N", "C", "H", "Na", "H", "H", "H", "C", "Cl", "Ca", "H", "H", "O", "O", "H", "C", "Cl", "C"], "coordinates": [[-3.3321, 3.4018, 0.9260], [-4.1725, 0.5297, -0.8215], [-2.4843, 2.0801, 0.4604], [2.0093, -1.7420, -3.2748], [1.0622, -1.1898, -2.3746], [-3.9535, 0.4390, 1.3807], [-4.1752, 1.6621, 3.1716], [6.9082, -1.4180, 0.5781], [8.8096, -1.5130, 1.9462], [-3.6328, 4.0944, 0.0124], [1.2394, -0.5472, -0.1841], [1.3155, -2.5131, -4.3792], [6.7290, -3.9609, -2.5488], [-2.6552, -1.5465, -0.1659], [1.6748, -1.1448, -1.1540], [2.8416, -2.6009, -2.3706], [3.8615, -2.7357, -2.7409], [-4.4281, 2.6343, 3.1639], [0.5573, -1.8897, -4.8646], [9.0350, -0.3899, 0.5948], [-1.5061, 1.9760, 1.0988], [-2.6184, 4.0173, 1.6578], [8.8467, 0.7534, 2.8690], [-4.9653, 2.1163, -1.9403], [2.3999, -3.5839, -2.1727], [2.8394, -1.8615, -1.1624], [5.5056, -2.6984, -2.7264], [-6.5962, -0.7821, 1.9556], [-5.5397, 0.0887, -0.4241], [2.0327, -2.8506, -5.1338], [7.1892, 0.1449, 3.0137], [-5.2536, 4.1460, 1.9000], [-5.8361, -1.2485, 0.2673], [-3.3341, 0.6804, 0.4145], [0.7918, -3.3892, -3.9818], [4.0254, -0.2564, -1.1482], [-6.6260, -1.7252, -0.2520], [-2.5262, -0.1945, 0.3277], [-3.6534, 0.7653, 5.8529], [7.9670, 0.4366, 2.3011], [7.3895, 1.8654, 1.4073], [-3.6686, 2.0527, 6.8181], [-2.1279, 2.2925, -0.6587], [-5.4738, 2.3913, 1.2139], [-6.5993, 0.8862, -0.6486], [-3.5897, 0.3095, 5.0336], [2.5914, -0.9150, -3.6994], [8.3360, -0.7099, 1.3738], [-2.5066, 0.5473, -2.6813], [-4.7031, 3.0955, 1.7691]], "spin_multiplicity": 1, "e_homo_ev": -6.721, "charge": 1, "gap_ev": 1.6, "e_lumo_ev": -5.13}